No. 1
This record from the Open Molecules 2025 dataset describes a single C5H7NO2 molecule in a non-equilibrium geometry. The level of theory is ωB97M-V/def2-TZVPD.

Properties
Gap between HOMO and LUMO ... 8.610 eV
Lowest unoccupied orbital energy ... 0.87 eV
DFT total energy ... -399.8892 hartree
Relative energy (zero: lowest compared OMol25 entry of this formula, charge and spin) ... 200.39 kJ/mol

Positions of all 15 atoms, in Å:
C (-1.619683, -1.738522, -0.185254)
O (-0.655696, -1.473838, 0.817638)
C (0.036954, -0.199239, 0.493011)
N (0.520045, 0.519024, 1.529802)
C (1.177737, 1.630157, 1.001523)
C (1.234774, 1.499111, -0.345122)
C (0.543990, 0.326598, -0.671865)
O (0.383350, -0.146246, -1.921222)
H (-2.528592, -1.269094, 0.008734)
H (-1.786097, -2.725235, -0.038727)
H (-1.289618, -1.477708, -1.196922)
H (0.311093, 0.059302, 2.413993)
H (1.624165, 2.329775, 1.688964)
H (1.847249, 2.100844, -1.042476)
H (0.200328, 0.565070, -2.552078)

Atoms 1-3, force components in eV/Å:
C 1.373 1.401 -0.590
O 2.150 3.857 -0.860
C -0.647 -3.174 -0.035

Per-atom Löwdin charges, elementary charge units: -0.0861 -0.0750 -0.2114 0.0827 -0.1170 -0.0439 -0.3234 0.0365 0.0713 0.0560 0.0924 0.1702 0.1044 0.1249 0.1183


No. 2
This record from the Open Molecules 2025 dataset describes a single C5H7NO2 molecule in a non-equilibrium geometry. The level of theory is ωB97M-V/def2-TZVPD.

Properties
Gap between HOMO and LUMO ... 9.465 eV
Lowest unoccupied orbital energy ... -0.02 eV
DFT total energy ... -399.8742 hartree
Relative energy (zero: lowest compared OMol25 entry of this formula, charge and spin) ... 239.96 kJ/mol

Positions of all 15 atoms, in Å:
C (-1.590179, -1.262924, -0.436433)
O (-1.502865, 0.118918, -0.261109)
C (-0.141478, 0.579143, -0.639228)
C (0.359633, 1.457644, 0.540081)
C (1.419067, 0.664574, 1.183411)
N (1.807799, -0.362299, 0.592882)
C (1.066122, -0.688882, -0.563010)
O (1.241054, -1.530690, -1.414023)
H (-1.160411, -1.777439, 0.467286)
H (-1.011596, -1.562463, -1.294649)
H (-2.680213, -1.494066, -0.434518)
H (0.009594, 0.943842, -1.592576)
H (-0.353091, 1.537718, 1.407467)
H (0.763114, 2.536578, 0.310161)
H (1.773450, 0.840347, 2.134258)

Atoms 1-3, force components in eV/Å:
C -0.953 -0.886 1.434
O 2.271 1.542 -1.124
C 0.291 -2.392 4.251

Per-atom Löwdin charges, elementary charge units: -0.1292 -0.1645 -0.1339 -0.1071 -0.1393 0.1298 -0.3395 0.0988 0.1065 0.0688 0.1044 0.1096 0.1360 0.1586 0.1011


No. 3
This record from the Open Molecules 2025 dataset describes a single C5H7NO2 molecule in a non-equilibrium geometry. The level of theory is ωB97M-V/def2-TZVPD.

Properties
Gap between HOMO and LUMO ... 9.973 eV
Lowest unoccupied orbital energy ... 0.73 eV
DFT total energy ... -399.8871 hartree
Relative energy (zero: lowest compared OMol25 entry of this formula, charge and spin) ... 205.98 kJ/mol

Positions of all 15 atoms, in Å:
H (-2.406883, 1.760677, -0.678918)
N (-2.405652, 0.846034, -0.218019)
C (-1.198549, 0.403839, -0.125003)
C (-0.030227, 1.154664, -0.606327)
C (0.699752, 1.867899, 0.259455)
O (-0.989797, -0.794169, 0.485905)
C (0.263630, -1.425297, 0.424896)
C (0.683318, -2.049226, -0.679524)
O (1.014738, -1.473789, 1.570826)
H (0.184872, 1.119058, -1.666373)
H (0.468413, 1.891424, 1.320431)
H (1.564690, 2.430055, -0.077549)
H (1.636455, -2.565124, -0.689965)
H (0.077591, -2.071634, -1.577208)
H (0.437649, -1.094410, 2.257373)

Atoms 1-3, force components in eV/Å:
H 0.143 -0.342 0.187
N 1.576 -0.964 0.252
C -2.030 1.118 -0.508

Per-atom Löwdin charges, elementary charge units: 0.0607 0.1614 -0.4491 -0.1162 0.0455 0.0465 -0.4354 0.0883 0.0752 0.1139 0.0752 0.0628 0.0731 0.0745 0.1237


No. 4
This record from the Open Molecules 2025 dataset describes a single C5H7NO2S molecule in a non-equilibrium geometry. The level of theory is ωB97M-V/def2-TZVPD.

Properties
Gap between HOMO and LUMO ... 9.607 eV
Lowest unoccupied orbital energy ... 0.74 eV
DFT total energy ... -798.0068 hartree
Relative energy (zero: lowest compared OMol25 entry of this formula, charge and spin) ... 354.96 kJ/mol

Positions of all 16 atoms, in Å:
C (-0.834845, 0.608852, -2.116786)
S (0.692471, -0.064255, -1.464017)
N (0.704225, -1.551230, -1.868431)
O (1.966580, 0.595118, -1.648301)
C (0.262655, -0.027925, 0.428375)
C (1.017356, -0.063156, 1.539906)
C (0.128418, 0.073182, 2.671310)
C (-1.124623, 0.092068, 2.171733)
O (-1.068529, -0.060260, 0.790085)
H (-0.821595, 0.859049, -3.093811)
H (-1.580676, -0.147568, -2.076892)
H (-1.240843, 1.503769, -1.427875)
H (1.473023, -2.145561, -1.606709)
H (2.132888, -0.080657, 1.521464)
H (0.435284, 0.179691, 3.754682)
H (-2.141789, 0.228882, 2.425268)

Atoms 1-3, force components in eV/Å:
C -0.928 1.562 4.468
S 1.081 -4.080 1.959
N -1.965 1.619 -0.532

Per-atom Löwdin charges, elementary charge units: -0.1486 0.7115 -0.2351 -0.3511 -0.2947 -0.0692 -0.0667 -0.0905 -0.0457 0.0171 0.0526 0.1370 0.0102 0.1311 0.1284 0.1136


No. 5
This record from the Open Molecules 2025 dataset describes 2 unconnected molecules or ions with the total composition C5H7NO2S2 in a non-equilibrium geometry. The level of theory is ωB97M-V/def2-TZVPD.

Properties
2S+1 ... 3
Gap between HOMO and LUMO (alpha / beta) ... 7.400 / 5.154 eV
Lowest unoccupied orbital energy (alpha / beta) ... 0.31 / -3.75 eV
DFT total energy ... -1196.1548 hartree
Relative energy (zero: lowest compared OMol25 entry of this formula, charge and spin) ... 105.58 kJ/mol

Positions of all 17 atoms, in Å:
C (-1.003784, -0.104775, -2.371572)
C (0.161786, -0.495997, -2.839585)
C (-0.751747, 0.702809, -1.196476)
C (1.196393, 0.073121, -1.878168)
C (0.628114, -0.654572, 3.099583)
N (0.511502, 0.839429, -0.892414)
O (-1.752047, 1.313073, -0.563712)
O (2.371054, -0.036690, -1.966004)
S (-0.865384, -0.480447, 1.963982)
S (1.965163, 0.575872, 2.845960)
H (-1.985626, -0.392831, -2.916512)
H (0.424100, -1.073859, -3.688776)
H (0.241582, -0.634564, 4.228593)
H (1.190072, -1.501814, 2.905502)
H (-2.656575, 1.014460, -0.822915)
H (1.961186, 0.485275, 1.433868)
H (-1.635790, 0.371511, 2.658648)

Atoms 1-3, force components in eV/Å:
C -4.685 1.214 1.001
C 4.400 0.006 0.572
C -4.484 -1.511 -2.990

Per-atom Löwdin charges, elementary charge units: -0.0463 0.0110 -0.4615 -0.4595 -0.9011 0.2488 0.0576 0.1517 0.6381 0.5852 0.1510 0.1067 0.0807 -0.0404 0.1437 -0.1228 -0.1430


No. 6
This record from the Open Molecules 2025 dataset describes a single C5H7NO3 molecule in a non-equilibrium geometry. The level of theory is ωB97M-V/def2-TZVPD.

Properties
Gap between HOMO and LUMO ... 7.691 eV
Lowest unoccupied orbital energy ... 0.16 eV
DFT total energy ... -475.0919 hartree
Relative energy (zero: lowest compared OMol25 entry of this formula, charge and spin) ... 412.59 kJ/mol

Positions of all 16 atoms, in Å:
C (1.241827, -0.375628, 1.820311)
C (0.179879, 0.412133, 1.601780)
C (-1.194594, -0.101835, 1.027430)
O (-2.238201, 0.206436, 1.576140)
C (-0.989427, -0.597010, -0.313675)
O (-1.543920, -1.798268, -0.724851)
C (0.034883, 0.019546, -1.010577)
N (0.211453, 1.361341, -1.233789)
O (0.702804, -0.765671, -1.915999)
H (2.005372, -0.086219, 2.536161)
H (1.424243, -1.263498, 1.223432)
H (0.061225, 1.323277, 2.183689)
H (-1.519488, -1.778415, -1.698321)
H (0.597923, 1.693704, -2.111015)
H (-0.372428, 1.959639, -0.656636)
H (1.398450, -0.209532, -2.304080)

Atoms 1-3, force components in eV/Å:
C -0.298 0.641 -0.661
C -1.396 -0.809 1.526
C 0.714 2.872 -0.360

Per-atom Löwdin charges, elementary charge units: 0.0383 -0.1043 -0.3540 0.0825 -0.2461 0.0535 -0.3719 0.1448 0.0697 0.0597 0.0717 0.0979 0.1099 0.1138 0.1207 0.1139


No. 7
This record from the Open Molecules 2025 dataset describes a molecular structure, C5H7NO3 in a non-equilibrium geometry. The level of theory is ωB97M-V/def2-TZVPD.

Properties
Gap between HOMO and LUMO ... 9.081 eV
Lowest unoccupied orbital energy ... 0.62 eV
DFT total energy ... -474.9788 hartree
Relative energy (zero: lowest compared OMol25 entry of this formula, charge and spin) ... 709.49 kJ/mol

Positions of all 16 atoms, in Å:
C (-1.707501, -0.684146, -1.274795)
C (-1.202849, -0.386019, -0.085251)
C (0.060955, -1.132692, 0.192515)
C (2.564608, 0.718541, -0.123754)
C (-1.720504, 0.636751, 0.905133)
N (1.130980, -0.190063, 0.758499)
O (0.346086, -2.255168, -0.091902)
O (2.476237, -0.417202, 0.673795)
O (1.242175, 1.050459, 0.096963)
H (-2.436895, -0.132590, -1.707999)
H (-1.028471, -1.378145, -1.929181)
H (3.245367, 1.418347, 0.313175)
H (2.613043, 0.378819, -1.086356)
H (-0.884681, 0.984522, 1.508065)
H (-2.397697, 0.100934, 1.566943)
H (-2.300852, 1.287649, 0.284155)

Atoms 1-3, force components in eV/Å:
C 4.209 -2.257 -0.346
C 0.422 -0.486 0.703
C 2.554 1.485 -0.643

Per-atom Löwdin charges, elementary charge units: 0.0944 -0.2796 -0.3310 -0.1726 -0.0251 -0.0475 0.1281 0.0065 -0.0177 0.0328 0.1257 0.1363 0.1100 0.0774 0.0862 0.0763


No. 8
This record from the Open Molecules 2025 dataset describes 2 unconnected molecules or ions with the total composition C5H7NO3 in a non-equilibrium geometry. The level of theory is ωB97M-V/def2-TZVPD.

Properties
2S+1 ... 3
Gap between HOMO and LUMO (alpha / beta) ... 8.435 / 8.462 eV
Lowest unoccupied orbital energy (alpha / beta) ... 0.55 / -1.65 eV
DFT total energy ... -474.8944 hartree
Relative energy (zero: lowest compared OMol25 entry of this formula, charge and spin) ... 418.64 kJ/mol

Positions of all 16 atoms, in Å:
C (1.528842, -1.376179, -0.671369)
C (-0.649652, -0.503261, 0.864749)
C (-1.842450, -1.047912, 0.562036)
C (1.892769, -0.099398, -0.274801)
C (2.392783, 1.063294, -0.245628)
N (-2.816229, -0.495316, -0.170439)
O (1.720540, -2.454684, -0.109264)
O (-2.640414, 0.877115, -0.476154)
O (-3.942714, -0.886915, -0.451327)
H (0.928529, -1.466690, -1.688740)
H (-0.506695, 0.407943, 0.423852)
H (-0.089461, -1.017246, 1.666911)
H (-2.074623, -2.080346, 0.914840)
H (-3.475708, 1.187119, -0.883680)
H (3.201842, 1.489547, -0.734567)
H (2.196118, 1.925079, 0.326256)

Atoms 1-3, force components in eV/Å:
C -1.393 -1.837 -2.289
C -1.668 -2.139 1.511
C 0.748 -2.449 1.400

Per-atom Löwdin charges, elementary charge units: -0.3539 0.0239 -0.1299 -0.0097 0.0331 -0.3161 0.0189 0.0330 0.0178 0.1586 0.0314 0.1016 0.1501 0.1248 0.0540 0.0623


No. 9
This record from the Open Molecules 2025 dataset describes a single C5H7NO3S molecule in a non-equilibrium geometry. The level of theory is ωB97M-V/def2-TZVPD.

Properties
Gap between HOMO and LUMO ... 7.955 eV
Lowest unoccupied orbital energy ... 0.05 eV
DFT total energy ... -873.3577 hartree
Relative energy (zero: lowest compared OMol25 entry of this formula, charge and spin) ... 19.03 kJ/mol

Positions of all 17 atoms, in Å:
O (2.904306, -1.772120, -0.205784)
C (2.543213, -0.598066, -0.274909)
O (3.437219, 0.394071, -0.463020)
C (1.177949, -0.253295, -0.144925)
C (0.193587, -1.389297, 0.389072)
O (0.564876, -2.610296, 0.626931)
C (-1.115498, -0.741502, 0.570918)
S (-2.288693, -1.363039, -0.737877)
C (-0.803427, 0.770144, 0.460204)
N (0.479230, 0.963343, -0.221560)
H (3.003942, 1.254251, -0.378873)
H (1.528033, -2.679347, 0.352936)
H (-1.621092, -0.996445, 1.500291)
H (-1.558712, -0.954687, -1.773851)
H (-1.602699, 1.316723, -0.039301)
H (-0.687998, 1.170212, 1.474663)
H (0.373401, 1.299709, -1.178039)

Atoms 1-3, force components in eV/Å:
O 0.301 0.180 0.009
C -0.107 -0.019 0.076
O 0.279 -0.214 -0.068

Per-atom Löwdin charges, elementary charge units: 0.0551 -0.5008 0.1253 -0.1100 -0.2359 0.1179 -0.5405 0.7656 -0.2067 -0.0268 0.1094 0.1179 0.1098 -0.1367 0.1119 0.1210 0.1236


No. 10
This record from the Open Molecules 2025 dataset describes a single C5H7NO3S molecule in a non-equilibrium geometry. The level of theory is ωB97M-V/def2-TZVPD.

Properties
Gap between HOMO and LUMO ... 9.275 eV
Lowest unoccupied orbital energy ... 0.21 eV
DFT total energy ... -873.3483 hartree
Relative energy (zero: lowest compared OMol25 entry of this formula, charge and spin) ... 43.64 kJ/mol

Positions of all 17 atoms, in Å:
O (2.585338, 0.508743, 1.285516)
C (1.507804, 0.144461, 0.935243)
C (0.575545, -0.393856, 2.058761)
S (-1.097817, 0.264209, 1.959805)
C (-1.307475, 0.445864, 0.252711)
C (-0.254449, -0.425266, -0.629679)
C (-0.444082, -0.464430, -2.101896)
O (0.018229, -1.260993, -2.839788)
O (-1.075019, 0.669524, -2.696054)
N (1.030737, 0.084397, -0.287896)
H (1.129888, -0.213970, 3.089485)
H (0.510078, -1.568930, 1.744831)
H (-1.342482, 1.472482, 0.035977)
H (-2.337422, -0.059635, -0.031136)
H (-0.233850, -1.383316, -0.311761)
H (-1.580408, 1.274085, -1.954598)
H (1.511665, 0.482317, -1.002653)

Atoms 1-3, force components in eV/Å:
O 2.178 1.047 -0.419
C -1.251 -0.884 3.567
C 1.224 -2.478 -0.685

Per-atom Löwdin charges, elementary charge units: 0.0833 -0.5887 -0.3827 0.8756 -0.4801 -0.2406 -0.4444 0.1759 0.0322 0.1258 0.1354 0.1305 0.0425 0.1256 0.1109 0.1683 0.1306


No. 11
This record from the Open Molecules 2025 dataset describes a single C5H7NO3S molecule in a non-equilibrium geometry. The level of theory is ωB97M-V/def2-TZVPD.

Properties
Gap between HOMO and LUMO ... 9.555 eV
Lowest unoccupied orbital energy ... 0.19 eV
DFT total energy ... -873.1756 hartree
Relative energy (zero: lowest compared OMol25 entry of this formula, charge and spin) ... 497.16 kJ/mol

Positions of all 17 atoms, in Å:
C (-0.667792, -1.030284, -0.012793)
C (-0.295983, -0.305471, 1.011061)
C (-0.108377, -0.800929, -1.462810)
C (1.136460, 0.049352, -1.414070)
C (0.891646, 1.397957, -0.585919)
N (-1.342026, -0.660285, 2.415640)
O (-2.374089, -1.148830, 2.045249)
O (-0.817250, -0.443891, 3.457667)
O (0.211974, 2.109602, 1.796975)
S (0.927436, 0.933841, 1.235558)
H (-1.598082, -1.667208, -0.077620)
H (0.126351, -1.808039, -1.624440)
H (-1.027864, -0.472604, -1.989815)
H (1.965519, -0.474605, -1.012523)
H (1.475129, 0.290953, -2.387847)
H (1.557162, 2.208585, -0.797929)
H (-0.060216, 1.821856, -0.596383)

Atoms 1-3, force components in eV/Å:
C -1.013 0.747 -2.286
C -2.559 -1.514 1.998
C -0.934 0.151 3.159

Per-atom Löwdin charges, elementary charge units: -0.0811 -0.2514 -0.1672 -0.2030 -0.2374 -0.3380 0.0688 0.0982 -0.5259 0.9391 0.1398 0.0880 0.1364 0.0982 0.0918 0.0818 0.0620


No. 12
This record from the Open Molecules 2025 dataset describes a single C5H7NOS molecule in a non-equilibrium geometry. The level of theory is ωB97M-V/def2-TZVPD.

Properties
Gap between HOMO and LUMO ... 9.111 eV
Lowest unoccupied orbital energy ... 0.23 eV
DFT total energy ... -722.8679 hartree
Relative energy (zero: lowest compared OMol25 entry of this formula, charge and spin) ... 131.82 kJ/mol

Positions of all 15 atoms, in Å:
O (2.308837, -1.089317, -1.339183)
C (1.540254, -0.156137, -1.396883)
S (1.744894, 1.267637, -2.494504)
C (0.412417, -0.051698, -0.392416)
C (-0.271557, 1.030587, 0.040324)
C (-1.248704, 0.542042, 1.122799)
N (-1.151368, -0.896017, 1.044112)
C (0.080254, -1.330324, 0.362433)
H (0.514537, 1.735579, -2.287679)
H (-0.107226, 2.063501, -0.309913)
H (-2.324654, 0.895227, 0.961834)
H (-0.906070, 1.030832, 2.067638)
H (-1.409510, -1.284483, 1.917330)
H (-0.112273, -2.146344, -0.286523)
H (0.930168, -1.611085, 0.990630)

Atoms 1-3, force components in eV/Å:
O -0.451 0.813 -0.610
C -0.162 0.285 1.218
S 0.307 -0.675 -0.052

Per-atom Löwdin charges, elementary charge units: 0.0280 -0.7124 0.8249 -0.2199 -0.0136 -0.2243 -0.0610 -0.1426 -0.1499 0.1053 0.1274 0.1142 0.0957 0.1048 0.1235